Here is an isolated molecule of C2H5NO2 at a distorted geometry from OMol25. Energies are from ωB97M-V with the def2-TZVPD basis set.

## Properties
- HOMO-LUMO gap (eV) = 10.2
- E_tot (hartree) = -284.43084
- M (g mol⁻¹) = 75.07
- SMILES = CNC(=O)O
- 2S+1 = 1

Structure (XYZ):
```
10
C2H5NO2 (ωB97M-V with the def2-TZVPD basis set)
C 0.36 0.39 1.09
N 0.55 0.33 -0.31
C -0.39 -0.23 -1.20
O -1.17 -1.13 -0.70
O -0.27 -0.07 -2.39
H 0.13 1.45 1.33
H -0.61 -0.02 1.35
H 1.12 0.00 1.58
H 1.22 0.95 -0.78
H -0.95 -1.67 0.03
```